## A
DFT (wB97M-V/def2-TZVPD) results for a molecular structure, C48H63AsMgN4OP2SSe2Si2.

Summary:
LUMO level (spin up / spin down), eV: 3.462 / 3.461
HOMO level (spin up / spin down), hartree: 0.04945 / 0.04704
HOMO-LUMO gap (spin up / spin down), eV: 2.12 / 2.18
Total charge: -2

Last column: Löwdin charge in e.
CARTESIAN COORDINATES (ANGSTROEM)
Mg (-1.661, 0.601, 0.243)  0.20
Se (1.913, -6.734, -2.701)  0.33
P (1.307, -6.160, -0.772)  0.54
C (2.592, -6.584, 0.437)  -0.34
C (2.618, -7.744, 1.200)  -0.09
C (3.693, -8.010, 2.039)  -0.09
C (4.759, -7.128, 2.109)  -0.09
C (4.755, -5.985, 1.320)  -0.08
C (3.684, -5.719, 0.486)  -0.09
C (-0.337, -6.790, -0.310)  -0.33
C (-0.677, -7.476, 0.849)  -0.09
C (-1.999, -7.830, 1.088)  -0.09
C (-2.991, -7.491, 0.182)  -0.09
C (-2.657, -6.796, -0.974)  -0.07
C (-1.341, -6.455, -1.222)  -0.09
C (1.019, -4.410, -0.438)  -0.38
C (0.917, -3.181, -1.121)  -0.38
N (0.497, -2.270, -0.230)  0.14
N (0.413, -2.920, 0.910)  -0.16
N (0.701, -4.202, 0.842)  0.13
P (1.030, -2.708, -2.867)  0.51
Se (0.956, -0.649, -3.232)  0.32
C (-0.437, -3.574, -3.507)  -0.35
C (-1.619, -3.094, -2.928)  -0.10
C (-2.840, -3.632, -3.293)  -0.08
C (-2.899, -4.648, -4.239)  -0.11
C (-1.731, -5.127, -4.814)  -0.10
C (-0.500, -4.593, -4.451)  -0.13
C (2.629, -3.382, -3.403)  -0.39
C (2.869, -3.982, -4.633)  -0.13
C (4.150, -4.384, -4.977)  -0.10
C (5.205, -4.185, -4.099)  -0.10
C (4.978, -3.557, -2.883)  -0.09
C (3.698, -3.150, -2.541)  -0.11
H (1.825, -8.474, 1.126)  0.09
H (3.694, -8.915, 2.632)  0.10
H (5.594, -7.333, 2.767)  0.10
H (5.589, -5.295, 1.355)  0.10
H (3.691, -4.830, -0.134)  0.09
H (0.059, -7.695, 1.605)  0.08
H (-2.252, -8.350, 2.004)  0.10
H (-4.023, -7.750, 0.382)  0.10
H (-3.422, -6.505, -1.683)  0.10
H (-1.092, -5.917, -2.131)  0.07
H (-1.595, -2.287, -2.195)  0.07
H (-3.740, -3.244, -2.831)  0.10
H (-3.857, -5.070, -4.524)  0.09
H (-1.769, -5.930, -5.540)  0.10
H (0.395, -5.015, -4.879)  0.06
H (2.065, -4.132, -5.338)  0.09
H (4.320, -4.865, -5.932)  0.10
H (6.203, -4.511, -4.365)  0.09
H (5.798, -3.378, -2.199)  0.10
H (3.525, -2.643, -1.598)  0.11
C (-1.827, -3.948, 2.719)  -0.08
C (-0.554, -3.236, 3.172)  -0.42
C (-0.793, -2.469, 4.470)  -0.10
C (-0.064, -2.256, 2.116)  -0.17
H (-2.168, -4.645, 3.490)  0.07
H (-1.675, -4.514, 1.798)  0.05
H (-2.620, -3.219, 2.537)  0.07
H (0.227, -3.985, 3.342)  0.12
H (-1.541, -1.686, 4.326)  0.04
H (0.112, -1.971, 4.820)  0.07
H (-1.149, -3.146, 5.251)  0.07
H (0.727, -1.607, 2.491)  0.09
H (-0.880, -1.590, 1.770)  0.01
S (-3.083, 2.923, -0.040)  0.36
C (-2.273, 4.466, 0.032)  -0.74
C (-1.264, 4.721, 0.980)  -0.15
C (-0.624, 5.948, 1.047)  -0.14
C (-0.950, 6.974, 0.162)  -0.14
C (-1.947, 6.742, -0.781)  -0.14
C (-2.596, 5.519, -0.843)  -0.16
H (-1.001, 3.919, 1.665)  0.05
H (0.137, 6.104, 1.805)  0.09
H (-0.446, 7.933, 0.212)  0.08
H (-2.224, 7.527, -1.479)  0.09
H (-3.370, 5.348, -1.582)  0.08
O (0.040, 1.383, -0.570)  -0.22
C (0.584, 2.413, -0.973)  -0.47
C (0.327, 2.884, -2.385)  -0.10
C (0.321, 4.397, -2.582)  -0.18
C (1.714, 4.989, -2.780)  -0.21
C (2.733, 4.423, -1.789)  -0.18
C (2.173, 4.292, -0.377)  -0.18
N (1.443, 3.051, -0.161)  0.12
H (-0.637, 2.446, -2.641)  0.12
H (1.073, 2.401, -3.027)  0.09
H (-0.167, 4.867, -1.726)  0.08
H (-0.306, 4.639, -3.443)  0.11
H (1.656, 6.075, -2.660)  0.11
H (2.064, 4.799, -3.800)  0.10
H (3.616, 5.067, -1.762)  0.10
H (3.078, 3.437, -2.114)  0.11
H (1.542, 5.154, -0.136)  0.10
H (2.992, 4.279, 0.342)  0.11
H (1.405, 2.696, 0.788)  0.11
C (-2.366, 0.906, 6.141)  -0.25
Si (-2.449, 1.492, 4.328)  0.11
C (-3.730, 0.394, 3.493)  -0.26
C (-3.243, 3.207, 4.394)  -0.23
As (-0.411, 1.283, 3.247)  0.63
Si (0.710, 3.022, 4.273)  0.10
C (2.236, 3.472, 3.226)  -0.26
C (-0.126, 4.702, 4.608)  -0.24
C (1.441, 2.539, 5.964)  -0.27
H (-3.211, 1.292, 6.723)  0.01
H (-1.439, 1.234, 6.617)  -0.01
H (-2.388, -0.186, 6.187)  0.00
H (-4.645, 0.361, 4.100)  0.02
H (-3.374, -0.627, 3.348)  -0.01
H (-3.983, 0.781, 2.504)  -0.01
H (-4.258, 3.107, 4.795)  0.02
H (-3.310, 3.631, 3.388)  0.02
H (-2.693, 3.901, 5.031)  0.00
H (1.955, 4.181, 2.442)  -0.01
H (2.681, 2.588, 2.761)  0.02
H (3.001, 3.954, 3.844)  0.02
H (-0.989, 4.889, 3.971)  -0.01
H (0.597, 5.508, 4.443)  0.01
H (-0.459, 4.761, 5.649)  0.01
H (2.010, 1.611, 5.873)  0.01
H (0.641, 2.362, 6.687)  0.00
H (2.099, 3.320, 6.366)  0.01

---

## B
DFT (wB97M-V/def2-TZVPD) results for a molecular structure, C48H63AsMgN4OP2SSe2Si2.

Summary:
LUMO level, eV: 3.561
HOMO level, hartree: -0.04249
HOMO-LUMO gap, eV: 4.72
Total charge: -2

Last column: Löwdin charge in e.
CARTESIAN COORDINATES (ANGSTROEM)
Mg (0.355, -0.343, 0.678)  0.41
Se (-4.414, -5.083, 3.941)  0.20
P (-4.521, -3.121, 3.151)  0.52
C (-4.792, -1.915, 4.488)  -0.35
C (-3.812, -0.977, 4.793)  -0.07
C (-3.965, -0.140, 5.893)  -0.07
C (-5.100, -0.231, 6.682)  -0.10
C (-6.080, -1.172, 6.385)  -0.09
C (-5.918, -2.022, 5.302)  -0.12
C (-5.946, -3.047, 2.015)  -0.35
C (-5.887, -3.882, 0.899)  -0.12
C (-6.948, -3.942, 0.012)  -0.10
C (-8.089, -3.180, 0.236)  -0.09
C (-8.162, -2.362, 1.349)  -0.08
C (-7.092, -2.297, 2.238)  -0.11
C (-3.066, -2.538, 2.269)  -0.45
C (-2.677, -1.460, 1.460)  -0.41
N (-1.351, -1.602, 1.268)  -0.09
N (-0.940, -2.681, 1.938)  -0.03
N (-1.949, -3.253, 2.540)  -0.02
P (-3.368, 0.010, 0.658)  0.64
Se (-1.951, 1.215, -0.439)  0.35
C (-4.267, 0.985, 1.911)  -0.33
C (-5.571, 0.679, 2.281)  -0.10
C (-6.243, 1.454, 3.213)  -0.08
C (-5.607, 2.547, 3.787)  -0.09
C (-4.309, 2.866, 3.416)  -0.07
C (-3.643, 2.096, 2.469)  -0.08
C (-4.667, -0.611, -0.457)  -0.34
C (-5.671, 0.248, -0.903)  -0.09
C (-6.556, -0.164, -1.888)  -0.08
C (-6.437, -1.432, -2.444)  -0.10
C (-5.434, -2.285, -2.011)  -0.10
C (-4.552, -1.875, -1.019)  -0.09
H (-2.925, -0.897, 4.177)  0.10
H (-3.197, 0.588, 6.120)  0.11
H (-5.222, 0.427, 7.534)  0.10
H (-6.960, -1.257, 7.011)  0.10
H (-6.652, -2.794, 5.102)  0.10
H (-5.002, -4.485, 0.735)  0.11
H (-6.883, -4.581, -0.860)  0.10
H (-8.915, -3.220, -0.463)  0.10
H (-9.046, -1.762, 1.527)  0.10
H (-7.160, -1.656, 3.106)  0.08
H (-6.072, -0.150, 1.806)  0.07
H (-7.259, 1.203, 3.495)  0.10
H (-6.126, 3.151, 4.522)  0.10
H (-3.811, 3.724, 3.850)  0.10
H (-2.645, 2.358, 2.142)  0.06
H (-5.748, 1.247, -0.492)  0.11
H (-7.329, 0.511, -2.233)  0.10
H (-7.122, -1.751, -3.220)  0.10
H (-5.334, -3.273, -2.444)  0.10
H (-3.763, -2.539, -0.684)  0.11
C (0.515, 2.829, 3.988)  -0.11
C (0.394, 2.227, 2.582)  -0.55
C (1.293, 2.987, 1.613)  -0.11
C (0.686, 0.720, 2.534)  -0.22
H (0.253, 3.895, 4.013)  0.06
H (1.546, 2.730, 4.348)  0.07
H (-0.134, 2.300, 4.693)  0.06
H (-0.637, 2.388, 2.249)  0.07
H (2.347, 2.777, 1.836)  0.07
H (1.147, 4.071, 1.682)  0.07
H (1.103, 2.700, 0.576)  0.04
H (0.019, 0.204, 3.250)  0.02
H (1.704, 0.588, 2.947)  0.02
S (-0.363, 3.030, -2.340)  0.34
C (-0.381, 4.771, -2.349)  -0.76
C (-0.070, 5.532, -1.202)  -0.14
C (-0.061, 6.919, -1.216)  -0.14
C (-0.362, 7.626, -2.376)  -0.16
C (-0.678, 6.900, -3.523)  -0.15
C (-0.692, 5.514, -3.509)  -0.16
H (0.167, 4.997, -0.289)  0.07
H (0.190, 7.457, -0.307)  0.08
H (-0.348, 8.710, -2.388)  0.07
H (-0.919, 7.426, -4.443)  0.08
H (-0.940, 4.960, -4.407)  0.08
O (1.568, -1.937, 0.807)  -0.14
C (2.543, -2.044, 1.563)  -0.48
C (2.674, -3.294, 2.396)  -0.08
C (4.112, -3.718, 2.684)  -0.19
C (4.735, -2.956, 3.858)  -0.21
C (4.333, -1.483, 3.890)  -0.19
C (4.504, -0.780, 2.553)  -0.19
N (3.456, -1.073, 1.587)  0.10
H (2.126, -4.052, 1.839)  0.13
H (2.105, -3.140, 3.318)  0.13
H (4.710, -3.560, 1.781)  0.11
H (4.140, -4.791, 2.884)  0.11
H (5.825, -3.028, 3.791)  0.10
H (4.447, -3.425, 4.804)  0.11
H (4.936, -0.957, 4.634)  0.11
H (3.293, -1.371, 4.204)  0.11
H (5.487, -1.012, 2.127)  0.11
H (4.475, 0.299, 2.708)  0.11
H (3.305, -0.390, 0.838)  0.04
C (4.482, -1.663, -3.898)  -0.26
Si (3.880, -1.679, -2.107)  0.12
C (2.964, -3.329, -1.946)  -0.24
C (5.484, -1.879, -1.112)  -0.23
As (2.453, 0.071, -1.648)  0.70
Si (4.067, 1.703, -1.442)  0.12
C (3.321, 3.409, -1.519)  -0.24
C (5.025, 1.617, 0.190)  -0.24
C (5.415, 1.673, -2.768)  -0.25
H (5.068, -2.561, -4.130)  0.02
H (5.096, -0.783, -4.102)  -0.01
H (3.619, -1.623, -4.569)  0.02
H (3.664, -4.164, -1.835)  0.01
H (2.372, -3.500, -2.851)  0.02
H (2.269, -3.334, -1.103)  0.00
H (5.930, -2.864, -1.293)  0.02
H (5.311, -1.770, -0.040)  -0.02
H (6.212, -1.118, -1.406)  0.01
H (2.553, 3.545, -0.757)  -0.01
H (2.816, 3.562, -2.476)  0.02
H (4.092, 4.179, -1.391)  0.03
H (4.332, 1.697, 1.033)  0.00
H (5.752, 2.435, 0.272)  0.02
H (5.564, 0.668, 0.277)  0.00
H (4.962, 1.641, -3.763)  0.02
H (6.077, 0.809, -2.673)  0.00
H (6.023, 2.582, -2.693)  0.02

---

B comes first in stability; the runner-up is 61.8 kcal/mol higher.

---

## A
DFT (wB97M-V/def2-TZVPD) results for C3H11N3O in the gas phase.

Summary:
SMILES: CO[C@H](N)N(C)N
LUMO level, eV: 1.008
HOMO level, hartree: -0.31482
HOMO-LUMO gap, eV: 9.57

Last column: Löwdin charge in e.
CARTESIAN COORDINATES (ANGSTROEM)
C (-0.107, -0.553, -0.437)  -0.38
C (-2.330, 0.974, -0.250)  -0.20
C (1.314, 0.633, 1.164)  -0.10
N (0.766, 0.496, -0.179)  -0.11
N (1.911, -0.276, -1.168)  0.05
N (0.007, -1.798, 0.167)  0.10
O (-1.310, 0.348, 0.463)  -0.26
H (-0.469, -0.590, -1.464)  0.14
H (2.441, -0.930, -0.593)  0.06
H (1.916, 0.343, -1.972)  0.07
H (-0.727, -2.443, -0.087)  0.10
H (0.121, -1.753, 1.171)  0.08
H (-3.247, 0.366, -0.208)  0.07
H (-2.094, 1.162, -1.309)  0.07
H (-2.539, 1.950, 0.206)  0.07
H (0.520, 1.022, 1.797)  0.08
H (2.130, 1.351, 1.107)  0.08
H (1.698, -0.300, 1.592)  0.07

---

## B
DFT (wB97M-V/def2-TZVPD) results for C3H11N3O in the gas phase.

Summary:
SMILES: C[C@H](ON)C(N)N
LUMO level, eV: 0.948
HOMO level, hartree: -0.31622
HOMO-LUMO gap, eV: 9.55

Last column: Löwdin charge in e.
CARTESIAN COORDINATES (ANGSTROEM)
C (-0.387, -0.009, 0.192)  -0.44
C (1.172, -0.281, 0.267)  -0.46
C (-1.041, 0.161, 1.561)  -0.04
N (-1.622, -0.100, -1.815)  0.09
N (1.933, 0.883, 0.652)  0.05
N (1.690, -0.800, -0.973)  0.05
O (-1.032, -0.961, -0.582)  -0.15
H (-0.502, 0.926, -0.425)  0.13
H (1.316, -1.042, 1.044)  0.14
H (-1.660, -0.632, -2.689)  0.07
H (-2.592, 0.021, -1.511)  0.07
H (1.698, 1.193, 1.584)  0.07
H (1.788, 1.648, 0.003)  0.07
H (1.769, -0.067, -1.669)  0.07
H (1.089, -1.533, -1.329)  0.07
H (-0.935, -0.760, 2.135)  0.08
H (-0.581, 0.981, 2.111)  0.07
H (-2.104, 0.373, 1.444)  0.08

---

B comes first in stability; the runner-up is 39.5 kcal/mol higher.

---

## A
DFT (wB97M-V/def2-TZVPD) results for a molecular structure, C3H11N3O.

Summary:
LUMO level, eV: 0.464
HOMO level, hartree: -0.24969
HOMO-LUMO gap, eV: 7.26

Last column: Löwdin charge in e.
CARTESIAN COORDINATES (ANGSTROEM)
C (-1.725, 1.435, -0.872)  -0.37
O (-1.302, 0.389, -0.098)  -0.41
N (-0.273, -1.726, 0.206)  -0.01
N (-0.879, -1.995, 1.231)  0.09
H (-1.685, -2.593, 1.014)  0.09
H (-1.118, 1.537, -1.806)  0.04
H (-1.671, 2.405, -0.347)  0.05
H (-2.771, 1.318, -1.206)  0.05
C (1.129, -0.023, 1.558)  -0.10
C (0.984, 0.206, -1.265)  0.14
N (1.086, -0.834, 0.339)  -0.09
H (1.852, -1.476, 0.181)  0.12
H (0.958, -0.653, 2.436)  0.07
H (0.318, 0.698, 1.503)  0.07
H (2.107, 0.444, 1.657)  0.09
H (1.901, -0.261, -1.610)  0.05
H (0.160, -0.134, -1.875)  0.05
H (0.930, 1.261, -1.047)  0.06

---

## B
DFT (wB97M-V/def2-TZVPD) results for 2 unconnected molecules or ions with the total composition C3H11N3O.

Summary:
LUMO level (spin up / spin down), eV: 0.498 / -0.918
HOMO level (spin up / spin down), hartree: -0.32415 / -0.29963
HOMO-LUMO gap (spin up / spin down), eV: 9.32 / 7.24

Last column: Löwdin charge in e.
CARTESIAN COORDINATES (ANGSTROEM)
C (1.993, 0.463, 0.628)  -0.07
N (0.632, 0.203, 0.147)  -0.29
C (-0.505, 0.803, 0.912)  -0.33
O (0.524, 0.633, -1.188)  -0.09
N (-0.531, 2.143, 0.629)  0.13
H (0.107, 1.526, -1.080)  0.08
H (-0.947, 2.692, 1.375)  0.06
H (-0.408, 0.486, 1.960)  0.13
H (2.677, -0.145, 0.036)  0.08
H (2.048, 0.150, 1.671)  0.08
H (2.274, 1.514, 0.534)  0.08
C (-1.343, -1.713, -1.286)  -0.22
N (-0.883, -1.709, 0.067)  0.00
H (0.080, -2.043, 0.064)  0.04
H (-1.353, 0.154, 0.528)  0.11
H (-1.171, -2.698, -1.751)  0.08
H (-2.405, -1.465, -1.332)  0.06
H (-0.788, -0.993, -1.913)  0.07

---

## C
DFT (wB97M-V/def2-TZVPD) results for 2 unconnected molecules or ions with the total composition C3H11N3O.

Summary:
SMILES: [H]/N=C(/N)NCC.O
LUMO level, eV: 0.632
HOMO level, hartree: -0.32408
HOMO-LUMO gap, eV: 9.45

Last column: Löwdin charge in e.
CARTESIAN COORDINATES (ANGSTROEM)
C (2.830, -0.163, -0.312)  -0.08
C (1.475, 0.557, -0.063)  -0.22
N (0.397, -0.454, 0.063)  0.02
C (-0.936, -0.551, -0.226)  -0.57
N (-1.347, 0.343, -1.254)  0.11
N (-1.800, -1.291, 0.337)  0.08
H (2.647, -1.055, -0.896)  0.07
H (3.472, 0.565, -0.800)  0.07
H (3.173, -0.504, 0.663)  0.07
H (1.110, 1.303, -0.765)  0.10
H (1.569, 1.001, 0.925)  0.11
H (0.498, -0.975, 0.925)  0.13
H (-2.227, 0.014, -1.618)  0.09
H (-0.641, 0.441, -1.963)  0.08
H (-1.620, -2.243, 0.579)  0.04
H (-2.693, 1.641, 1.121)  0.02
H (-2.742, 0.271, 1.516)  -0.02
O (-3.164, 1.101, 1.769)  -0.08

---

## D
DFT (wB97M-V/def2-TZVPD) results for 2 unconnected molecules or ions with the total composition C3H11N3O.

Summary:
LUMO level (spin up / spin down), eV: 0.883 / 0.884
HOMO level (spin up / spin down), hartree: -0.27471 / -0.27477
HOMO-LUMO gap (spin up / spin down), eV: 8.36 / 8.36

Last column: Löwdin charge in e.
CARTESIAN COORDINATES (ANGSTROEM)
C (-0.963, -0.072, -0.271)  -0.38
C (1.521, 1.448, -0.715)  0.01
C (-2.088, -0.395, 0.718)  -0.12
N (1.634, 0.080, 1.191)  -0.13
N (1.782, 1.229, 0.557)  -0.12
N (-0.765, -1.034, -1.339)  -0.02
O (2.105, -0.983, 0.360)  -0.10
H (2.434, -1.623, 1.001)  0.08
H (0.018, -0.103, 0.405)  0.08
H (1.696, 2.001, 1.213)  0.16
H (-1.172, 0.895, -0.735)  0.09
H (-0.454, -1.923, -0.964)  0.06
H (-1.622, -1.186, -1.861)  0.06
H (1.566, 0.627, -1.406)  0.07
H (1.429, 2.465, -1.052)  0.07
H (-1.911, -1.354, 1.208)  0.07
H (-3.051, -0.449, 0.206)  0.06
H (-2.159, 0.378, 1.483)  0.06

---

C comes first in stability; the runner-up is 91.6 kcal/mol higher.